[1]
69
Properties=species:S:1:pos:R:3 method="wB97M-V/def2-TZVPD" largest_force_ev_per_a=1.292 de_lowest_ev=0.142 multiplicity=2 orbital_gap_ev="7.317 / 7.654" energy_ev=-207210.8081 s_squared=1.051 e_lumo_ha="-0.0075 / -0.0060" e_homo_ev="-7.521 / -7.817"
Co 0.733 -0.607 -0.642
C 1.833 -1.542 1.018
C 0.786 -2.427 0.645
C 1.071 -2.942 -0.650
C 2.188 -2.281 -1.137
C 2.675 -1.393 -0.098
H 1.927 -1.036 1.966
H -0.042 -2.715 1.274
H 0.434 -3.602 -1.216
H 2.625 -2.395 -2.117
H 3.564 -0.784 -0.160
O -2.224 -2.100 -3.702
C -3.341 -1.947 -2.963
C -4.572 -2.179 -3.575
C -5.747 -2.062 -2.856
C -5.716 -1.719 -1.510
C -4.491 -1.488 -0.905
C -3.294 -1.580 -1.609
C -1.968 -1.324 -0.905
O -0.900 -1.233 -1.742
N -2.124 -0.065 -0.127
N -0.962 0.605 0.101
C -1.078 1.830 0.445
C -0.018 2.752 0.839
Br 1.710 2.080 1.132
C -0.334 4.040 1.043
C 0.530 5.165 1.434
C 1.765 5.397 0.826
C 2.532 6.489 1.200
C 2.079 7.358 2.181
C 0.847 7.142 2.781
C 0.072 6.059 2.402
H -1.480 -1.833 -3.085
H -4.579 -2.457 -4.621
H -6.694 -2.247 -3.347
H -6.632 -1.641 -0.940
H -4.458 -1.241 0.151
H -1.815 -2.116 -0.149
H -2.867 0.537 -0.470
H -2.071 2.281 0.481
H -1.386 4.280 0.922
H 2.109 4.726 0.052
H 3.485 6.665 0.719
H 2.683 8.208 2.470
H 0.489 7.823 3.542
H -0.893 5.894 2.865
C 1.555 2.700 -2.296
As 1.166 0.802 -2.490
C 2.692 0.296 -3.581
C -0.295 0.807 -3.795
C -0.123 1.797 -4.904
C 0.570 1.456 -6.063
C 0.755 2.381 -7.080
C 0.247 3.665 -6.955
C -0.452 4.015 -5.809
C -0.635 3.088 -4.794
H 1.625 3.168 -3.277
H 2.505 2.797 -1.772
H 0.781 3.196 -1.712
H 2.836 1.004 -4.396
H 2.534 -0.702 -3.989
H 3.579 0.280 -2.949
H -1.210 0.976 -3.227
H -0.362 -0.211 -4.175
H 0.955 0.449 -6.175
H 1.292 2.093 -7.975
H 0.385 4.387 -7.750
H -0.862 5.012 -5.705
H -1.188 3.367 -3.904



[2]
73
Properties=species:S:1:pos:R:3 method="wB97M-V/def2-TZVPD" largest_force_ev_per_a=0.144 de_lowest_ev=0.000 multiplicity=3 orbital_gap_ev="7.235 / 7.145" energy_ev=-90715.0404 s_squared=2.012 e_lumo_ha="0.0867 / 0.0821" charge=-1 e_homo_ev="-4.876 / -4.910"
V 0.156 0.048 1.001
O -0.988 1.384 1.797
C -1.360 1.217 3.128
C -1.592 -0.263 3.382
N -0.399 -1.012 2.945
C 0.717 -0.903 3.890
C 1.925 -0.149 3.314
O 2.908 -0.015 4.022
O 1.791 0.271 2.104
C -0.746 -2.379 2.567
C -1.482 -2.363 1.225
O -2.280 -3.246 0.948
O -1.140 -1.386 0.455
H -0.917 2.607 0.658
H -2.279 1.772 3.357
H -0.579 1.597 3.806
H -2.432 -0.588 2.766
H -1.824 -0.481 4.433
H 1.059 -1.890 4.206
H 0.409 -0.374 4.794
H -1.354 -2.889 3.321
H 0.176 -2.950 2.424
C -7.027 -2.863 -5.149
C -5.858 -2.117 -4.564
C -4.854 -1.607 -5.371
C -3.757 -0.927 -4.841
C -2.711 -0.406 -5.789
C -3.661 -0.767 -3.455
Te -1.999 0.209 -2.555
N 0.495 1.157 -0.623
C 0.151 2.338 -0.883
O -0.675 3.132 -0.146
C 0.610 3.059 -2.119
C 1.739 2.595 -2.787
C 2.178 3.218 -3.945
C 1.485 4.310 -4.454
C 0.362 4.781 -3.788
C -0.068 4.165 -2.621
C -0.538 -1.074 -3.383
C 0.526 -0.469 -4.048
C 1.541 -1.226 -4.615
C 1.480 -2.610 -4.541
C 0.421 -3.214 -3.879
C -0.594 -2.471 -3.275
C -1.684 -3.184 -2.530
C -4.673 -1.270 -2.619
C -4.614 -1.141 -1.119
C -5.753 -1.931 -3.191
H -7.041 -2.784 -6.237
H -7.973 -2.475 -4.769
H -6.983 -3.924 -4.891
H -4.922 -1.733 -6.447
H -3.095 -0.390 -6.810
H -1.815 -1.030 -5.771
H -2.396 0.601 -5.509
H 2.247 1.732 -2.375
H 3.061 2.851 -4.454
H 1.823 4.794 -5.363
H -0.181 5.633 -4.180
H -0.938 4.529 -2.092
H 0.556 0.611 -4.125
H 2.363 -0.734 -5.120
H 2.255 -3.218 -4.992
H 0.381 -4.296 -3.809
H -2.618 -3.185 -3.096
H -1.880 -2.704 -1.570
H -1.402 -4.220 -2.338
H -4.566 -0.096 -0.807
H -3.729 -1.633 -0.709
H -5.497 -1.592 -0.666
H -6.531 -2.321 -2.542
S 2.220 -2.179 -1.144
C 1.475 -1.299 -0.162



[3]
70
Properties=species:S:1:pos:R:3 method="wB97M-V/def2-TZVPD" largest_force_ev_per_a=0.625 de_lowest_ev=0.643 orbital_gap_ev=6.696 energy_ev=-142549.0959 e_lumo_ha=-0.0280 e_homo_ev=-7.459
Ca 0.974 0.930 -0.091
Br 8.162 2.591 -0.053
C 6.411 1.993 0.342
C 6.221 0.717 0.882
C 4.963 0.268 1.184
C 3.808 1.060 0.949
O 2.645 0.604 1.243
C 4.019 2.367 0.397
C 2.990 3.335 0.135
N 1.717 3.147 0.214
C 0.811 4.212 0.065
C 1.154 5.546 0.031
C 0.176 6.552 -0.092
C -1.147 6.231 -0.152
C -1.547 4.878 -0.085
C -2.909 4.502 -0.107
C -3.244 3.183 -0.023
C -2.202 2.243 0.075
N -0.932 2.547 0.096
C -0.576 3.860 0.016
C 5.330 2.801 0.112
H 7.078 0.082 1.062
H 4.814 -0.719 1.599
H 3.375 4.319 -0.148
H 2.187 5.846 0.115
H 0.491 7.586 -0.126
H -1.904 7.000 -0.236
H -3.670 5.267 -0.188
H -4.270 2.848 -0.035
H -2.427 1.183 0.125
H 5.471 3.791 -0.303
I 2.151 0.398 -2.705
C -3.395 -3.412 -0.309
C -2.960 -1.950 -0.171
C -3.420 -1.204 -1.429
C -3.660 -1.345 1.047
P -1.094 -1.698 -0.071
C -0.519 -2.846 -1.371
C -0.296 -2.311 -2.633
C 0.088 -3.120 -3.695
C 0.260 -4.478 -3.506
C 0.042 -5.032 -2.250
C -0.351 -4.224 -1.199
C -0.437 -2.324 1.576
C 1.062 -2.594 1.389
C -0.567 -1.157 2.567
C -1.086 -3.549 2.230
H -4.483 -3.457 -0.379
H -3.095 -4.015 0.546
H -2.986 -3.867 -1.210
H -4.505 -1.291 -1.517
H -2.977 -1.630 -2.329
H -3.164 -0.145 -1.403
H -4.739 -1.370 0.882
H -3.382 -0.306 1.224
H -3.456 -1.902 1.959
H -0.382 -1.245 -2.796
H 0.277 -2.670 -4.659
H 0.572 -5.106 -4.330
H 0.176 -6.093 -2.089
H -0.531 -4.677 -0.235
H 1.601 -1.748 0.949
H 1.259 -3.464 0.766
H 1.508 -2.765 2.372
H -0.010 -0.271 2.243
H -0.140 -1.455 3.527
H -1.600 -0.856 2.741
H -1.053 -4.446 1.613
H -2.128 -3.371 2.496
H -0.551 -3.776 3.155



[4]
74
Properties=species:S:1:pos:R:3 method="wB97M-V/def2-TZVPD" largest_force_ev_per_a=0.963 de_lowest_ev=0.360 orbital_gap_ev=6.360 energy_ev=-153670.1966 e_lumo_ha=-0.0621 e_homo_ev=-8.050
Sc -0.745 0.047 -0.192
C 0.512 0.778 2.832
C 1.803 1.220 2.596
C 2.011 2.353 1.820
C 0.936 3.044 1.280
C -0.363 2.614 1.524
C -0.575 1.474 2.300
H 0.339 -0.098 3.446
H 2.645 0.668 2.987
H 3.021 2.690 1.623
H 1.098 3.919 0.665
H -1.205 3.170 1.140
H -1.581 1.151 2.543
C 1.638 -4.836 1.688
C 1.146 -3.630 2.160
C 0.525 -2.752 1.288
C 0.396 -3.091 -0.050
C 0.908 -4.291 -0.538
C 1.522 -5.163 0.340
N -0.215 -2.127 -0.910
N -0.390 -2.500 -2.083
C -0.813 -1.467 -2.961
C -1.008 -1.819 -4.282
C -1.286 -0.808 -5.189
C -1.338 0.496 -4.734
C -1.149 0.751 -3.382
N -0.901 -0.218 -2.504
H 2.125 -5.522 2.368
H 1.251 -3.367 3.204
H 0.127 -1.814 1.655
H 0.824 -4.524 -1.589
H 1.920 -6.101 -0.025
H -0.914 -2.856 -4.570
H -1.440 -1.037 -6.235
H -1.528 1.324 -5.403
H -1.181 1.761 -2.993
C -2.472 -2.745 3.346
Ge -3.100 -2.663 1.487
C -5.063 -2.635 1.530
C -2.614 -4.329 0.567
C -2.470 -1.031 0.640
H -2.949 -3.573 3.873
H -2.723 -1.821 3.870
H -1.393 -2.888 3.401
H -5.456 -3.434 2.159
H -5.462 -2.767 0.523
H -5.427 -1.681 1.913
H -3.286 -5.119 0.906
H -1.592 -4.644 0.775
H -2.733 -4.232 -0.514
H -2.940 -0.232 1.236
H -3.009 -0.973 -0.329
C -3.290 5.278 -2.338
O -3.459 3.984 -1.756
C -2.374 3.259 -1.465
S -0.832 3.776 -1.815
S -2.813 1.778 -0.719
H -4.299 5.653 -2.481
H -2.761 5.207 -3.287
H -2.726 5.926 -1.669
Cl 3.585 -2.272 -5.949
C 3.263 -1.735 -4.326
C 2.538 -0.571 -4.131
C 2.255 -0.168 -2.836
C 2.707 -0.911 -1.751
C 3.466 -2.054 -1.968
C 3.739 -2.480 -3.258
C 2.336 -0.542 -0.344
O 3.001 -0.904 0.604
O 1.232 0.158 -0.259
H 2.198 0.004 -4.982
H 1.683 0.734 -2.659
H 3.822 -2.612 -1.111
H 4.311 -3.379 -3.441



[5]
72
Properties=species:S:1:pos:R:3 method="wB97M-V/def2-TZVPD" largest_force_ev_per_a=0.718 de_lowest_ev=0.000 multiplicity=3 orbital_gap_ev="6.107 / 6.349" energy_ev=-73710.7917 s_squared=2.040 e_lumo_ha="-0.2833 / -0.2749" charge=+2 e_homo_ev="-13.816 / -13.831"
Mo 0.820 0.347 -0.507
C 1.980 -5.331 -0.794
C 0.943 -4.597 -0.232
C 0.797 -3.259 -0.552
C 1.688 -2.685 -1.455
C 2.734 -3.404 -2.023
C 2.871 -4.739 -1.680
N 1.520 -1.312 -1.756
N 1.845 -0.893 -2.888
C 1.797 0.532 -3.003
C 1.819 0.997 -4.321
C 2.021 2.344 -4.557
C 2.253 3.210 -3.488
C 2.213 2.749 -2.180
C 1.938 1.412 -1.894
H 2.100 -6.375 -0.535
H 0.253 -5.069 0.454
H -0.013 -2.671 -0.132
H 3.424 -2.926 -2.703
H 3.681 -5.319 -2.102
H 1.748 0.286 -5.133
H 2.058 2.713 -5.573
H 2.471 4.252 -3.682
H 2.398 3.447 -1.374
C 0.368 4.165 0.372
P 0.092 2.433 0.847
C 0.764 2.357 2.530
C -1.708 2.247 0.971
C -2.418 2.778 2.042
C -3.791 2.600 2.131
C -4.466 1.892 1.149
C -3.771 1.369 0.066
C -2.394 1.543 -0.029
P -1.461 0.922 -1.452
C -2.399 -0.437 -2.195
C -1.451 2.235 -2.701
H -0.125 4.806 1.105
H -0.047 4.382 -0.611
H 1.432 4.402 0.377
H 0.299 3.107 3.169
H 1.833 2.571 2.486
H 0.618 1.369 2.961
H -1.909 3.327 2.824
H -4.334 3.011 2.972
H -5.535 1.749 1.222
H -4.313 0.825 -0.696
H -2.600 -1.208 -1.452
H -1.805 -0.873 -2.999
H -3.340 -0.085 -2.618
H -2.471 2.577 -2.880
H -1.031 1.850 -3.631
H -0.841 3.073 -2.368
Cl -3.997 -4.467 4.625
C -2.755 -3.531 3.895
C -1.445 -3.662 4.345
C -0.454 -2.902 3.758
C -0.768 -2.019 2.722
C -2.088 -1.896 2.283
C -3.083 -2.652 2.867
C 0.308 -1.220 2.129
O 1.459 -1.206 2.563
O -0.032 -0.466 1.105
H -1.221 -4.349 5.148
H 0.571 -2.984 4.094
H -2.334 -1.189 1.501
H -4.112 -2.567 2.547
C 3.884 0.603 0.685
O 2.573 0.007 0.647
H 4.634 -0.185 0.649
H 4.000 1.177 1.603
H 3.989 1.251 -0.180
H 2.316 -0.439 1.533



[6]
112
Properties=species:S:1:pos:R:3 method="wB97M-V/def2-TZVPD" largest_force_ev_per_a=0.495 orbital_gap_ev=8.615 smiles=C[C@@H](O)CP(CCC(F)(F)C(F)(F)S(F)(F)(F)(F)F)C[C@@H](C)F.FC(F)C(F)(F)COC(F)(F)C(F)F.FC(F)C(F)(F)COC(F)(F)C(F)F.FC(F)C(F)(F)COC(F)(F)C(F)F.FC(F)C(F)(F)COC(F)(F)C(F)F energy_ev=-176140.1818 e_lumo_ha=0.0117 e_homo_ev=-8.297
C 1.847 3.909 2.836
C 1.128 2.575 2.990
O -0.285 2.769 3.113
C 1.326 1.669 1.772
P 1.015 -0.163 1.804
C 2.320 -0.852 2.963
C 3.532 0.054 3.209
C 4.233 -0.271 4.506
F 4.887 -1.453 4.400
F 3.357 -0.384 5.532
C 5.233 0.863 4.884
F 4.518 1.948 5.211
F 5.969 1.159 3.796
S 6.481 0.534 6.293
F 7.340 1.777 5.801
F 7.296 -0.427 5.323
F 5.660 -0.702 6.843
F 5.705 1.477 7.296
F 7.562 0.278 7.408
C -0.603 -0.274 2.723
C -0.651 -0.405 4.244
C -0.526 -1.844 4.725
F 0.347 0.364 4.853
H 1.981 4.404 3.800
H 1.267 4.561 2.180
H 2.831 3.770 2.386
H 1.482 2.087 3.902
H -0.437 3.416 3.805
H 2.328 1.803 1.357
H 0.635 2.031 1.004
H 1.872 -1.159 3.900
H 2.673 -1.757 2.466
H 3.276 1.110 3.231
H 4.272 -0.084 2.422
H -1.165 0.603 2.406
H -1.117 -1.147 2.317
H -1.594 0.011 4.602
H 0.087 -2.453 4.061
H -0.108 -1.864 5.731
H -1.518 -2.297 4.765
C -6.090 -5.364 1.383
C -5.031 -6.163 0.617
C -3.799 -6.641 1.393
F -3.099 -5.589 1.860
F -3.007 -7.345 0.557
F -4.653 -5.506 -0.494
F -5.661 -7.320 0.222
O -6.044 -3.962 1.227
C -5.334 -3.162 2.069
C -4.288 -2.330 1.312
F -3.433 -3.137 0.657
F -3.585 -1.608 2.214
F -4.769 -3.852 3.074
F -6.194 -2.274 2.623
H -7.034 -5.656 0.931
H -6.122 -5.657 2.433
H -4.096 -7.282 2.227
H -4.779 -1.659 0.605
C 5.813 6.603 -1.315
C 4.720 7.108 -0.367
C 4.734 6.566 1.066
F 4.578 5.227 1.048
F 3.705 7.108 1.750
F 3.504 6.927 -0.913
F 4.936 8.453 -0.236
O 5.438 5.548 -2.179
C 5.615 4.237 -1.854
C 4.294 3.451 -1.913
F 3.395 3.980 -1.060
F 4.537 2.176 -1.541
F 6.240 4.075 -0.680
F 6.408 3.693 -2.816
H 6.018 7.444 -1.977
H 6.727 6.375 -0.767
H 5.671 6.818 1.570
H 3.897 3.473 -2.929
C -7.854 -7.272 -2.276
C -9.039 -6.487 -1.701
C -10.090 -7.276 -0.911
F -10.695 -8.182 -1.702
F -11.025 -6.416 -0.454
F -9.632 -5.748 -2.652
F -8.495 -5.624 -0.777
O -7.939 -7.607 -3.644
C -8.477 -8.782 -4.071
C -9.656 -8.551 -5.029
F -10.618 -7.833 -4.419
F -10.170 -9.750 -5.377
F -8.827 -9.583 -3.051
F -7.530 -9.434 -4.790
H -7.008 -6.589 -2.215
H -7.621 -8.136 -1.653
H -9.627 -7.784 -0.061
H -9.313 -8.025 -5.921
C 2.415 5.146 -5.846
C 2.377 6.560 -6.436
C 2.613 6.701 -7.944
F 3.843 6.262 -8.275
F 2.521 8.006 -8.277
F 3.205 7.377 -5.760
F 1.094 6.998 -6.247
O 3.627 4.767 -5.226
C 4.624 4.121 -5.898
C 5.944 4.902 -5.823
F 5.790 6.122 -6.374
F 6.885 4.229 -6.519
F 4.287 3.833 -7.164
F 4.839 2.942 -5.260
H 1.686 5.165 -5.037
H 2.086 4.410 -6.580
H 1.862 6.137 -8.503
H 6.252 5.004 -4.783



Please write out number 3 again, unchanged.
70
Properties=species:S:1:pos:R:3 method="wB97M-V/def2-TZVPD" largest_force_ev_per_a=0.625 de_lowest_ev=0.643 orbital_gap_ev=6.696 energy_ev=-142549.0959 e_lumo_ha=-0.0280 e_homo_ev=-7.459
Ca 0.974 0.930 -0.091
Br 8.162 2.591 -0.053
C 6.411 1.993 0.342
C 6.221 0.717 0.882
C 4.963 0.268 1.184
C 3.808 1.060 0.949
O 2.645 0.604 1.243
C 4.019 2.367 0.397
C 2.990 3.335 0.135
N 1.717 3.147 0.214
C 0.811 4.212 0.065
C 1.154 5.546 0.031
C 0.176 6.552 -0.092
C -1.147 6.231 -0.152
C -1.547 4.878 -0.085
C -2.909 4.502 -0.107
C -3.244 3.183 -0.023
C -2.202 2.243 0.075
N -0.932 2.547 0.096
C -0.576 3.860 0.016
C 5.330 2.801 0.112
H 7.078 0.082 1.062
H 4.814 -0.719 1.599
H 3.375 4.319 -0.148
H 2.187 5.846 0.115
H 0.491 7.586 -0.126
H -1.904 7.000 -0.236
H -3.670 5.267 -0.188
H -4.270 2.848 -0.035
H -2.427 1.183 0.125
H 5.471 3.791 -0.303
I 2.151 0.398 -2.705
C -3.395 -3.412 -0.309
C -2.960 -1.950 -0.171
C -3.420 -1.204 -1.429
C -3.660 -1.345 1.047
P -1.094 -1.698 -0.071
C -0.519 -2.846 -1.371
C -0.296 -2.311 -2.633
C 0.088 -3.120 -3.695
C 0.260 -4.478 -3.506
C 0.042 -5.032 -2.250
C -0.351 -4.224 -1.199
C -0.437 -2.324 1.576
C 1.062 -2.594 1.389
C -0.567 -1.157 2.567
C -1.086 -3.549 2.230
H -4.483 -3.457 -0.379
H -3.095 -4.015 0.546
H -2.986 -3.867 -1.210
H -4.505 -1.291 -1.517
H -2.977 -1.630 -2.329
H -3.164 -0.145 -1.403
H -4.739 -1.370 0.882
H -3.382 -0.306 1.224
H -3.456 -1.902 1.959
H -0.382 -1.245 -2.796
H 0.277 -2.670 -4.659
H 0.572 -5.106 -4.330
H 0.176 -6.093 -2.089
H -0.531 -4.677 -0.235
H 1.601 -1.748 0.949
H 1.259 -3.464 0.766
H 1.508 -2.765 2.372
H -0.010 -0.271 2.243
H -0.140 -1.455 3.527
H -1.600 -0.856 2.741
H -1.053 -4.446 1.613
H -2.128 -3.371 2.496
H -0.551 -3.776 3.155



Please write out number 3 again, unchanged.
70
Properties=species:S:1:pos:R:3 method="wB97M-V/def2-TZVPD" largest_force_ev_per_a=0.625 de_lowest_ev=0.643 orbital_gap_ev=6.696 energy_ev=-142549.0959 e_lumo_ha=-0.0280 e_homo_ev=-7.459
Ca 0.974 0.930 -0.091
Br 8.162 2.591 -0.053
C 6.411 1.993 0.342
C 6.221 0.717 0.882
C 4.963 0.268 1.184
C 3.808 1.060 0.949
O 2.645 0.604 1.243
C 4.019 2.367 0.397
C 2.990 3.335 0.135
N 1.717 3.147 0.214
C 0.811 4.212 0.065
C 1.154 5.546 0.031
C 0.176 6.552 -0.092
C -1.147 6.231 -0.152
C -1.547 4.878 -0.085
C -2.909 4.502 -0.107
C -3.244 3.183 -0.023
C -2.202 2.243 0.075
N -0.932 2.547 0.096
C -0.576 3.860 0.016
C 5.330 2.801 0.112
H 7.078 0.082 1.062
H 4.814 -0.719 1.599
H 3.375 4.319 -0.148
H 2.187 5.846 0.115
H 0.491 7.586 -0.126
H -1.904 7.000 -0.236
H -3.670 5.267 -0.188
H -4.270 2.848 -0.035
H -2.427 1.183 0.125
H 5.471 3.791 -0.303
I 2.151 0.398 -2.705
C -3.395 -3.412 -0.309
C -2.960 -1.950 -0.171
C -3.420 -1.204 -1.429
C -3.660 -1.345 1.047
P -1.094 -1.698 -0.071
C -0.519 -2.846 -1.371
C -0.296 -2.311 -2.633
C 0.088 -3.120 -3.695
C 0.260 -4.478 -3.506
C 0.042 -5.032 -2.250
C -0.351 -4.224 -1.199
C -0.437 -2.324 1.576
C 1.062 -2.594 1.389
C -0.567 -1.157 2.567
C -1.086 -3.549 2.230
H -4.483 -3.457 -0.379
H -3.095 -4.015 0.546
H -2.986 -3.867 -1.210
H -4.505 -1.291 -1.517
H -2.977 -1.630 -2.329
H -3.164 -0.145 -1.403
H -4.739 -1.370 0.882
H -3.382 -0.306 1.224
H -3.456 -1.902 1.959
H -0.382 -1.245 -2.796
H 0.277 -2.670 -4.659
H 0.572 -5.106 -4.330
H 0.176 -6.093 -2.089
H -0.531 -4.677 -0.235
H 1.601 -1.748 0.949
H 1.259 -3.464 0.766
H 1.508 -2.765 2.372
H -0.010 -0.271 2.243
H -0.140 -1.455 3.527
H -1.600 -0.856 2.741
H -1.053 -4.446 1.613
H -2.128 -3.371 2.496
H -0.551 -3.776 3.155